(1)
40
Properties=species:S:1:pos:R:3:forces:R:3:nbo_charge:R:1 method="wB97M-V/def2-TZVPD" homo_energy_ha=-0.321 smiles=COCCNCCOC.OCCO.O.O total_energy_ev=-22474.1661 de_lowest_kj_mol=0.0 gap_ha=0.3503 spin_multiplicity=1
O 7.985631 8.025969 9.919163 -0.48 -0.15 0.51 -0.970
O 8.801812 3.610625 8.942434 -0.13 0.03 0.08 -0.955
O 9.996865 6.411458 7.281085 0.00 -0.79 0.12 -0.575
O 6.469155 5.252339 10.228391 0.78 -0.37 0.58 -0.587
O 10.056516 6.491182 10.856294 -0.27 0.91 -1.60 -0.728
O 12.518385 5.765572 9.148362 0.19 0.85 -1.09 -0.733
N 7.226462 6.107977 7.715097 0.72 0.62 1.51 -0.686
C 11.334329 6.161208 11.278819 0.87 -0.60 1.67 -0.093
C 5.460439 5.394758 9.239096 -0.08 -0.65 0.19 -0.060
C 6.085480 5.519979 11.576084 1.02 0.38 0.41 -0.259
C 9.234118 5.730626 6.306191 -2.51 1.87 -1.47 -0.076
C 12.103189 5.266950 10.380955 -1.15 -1.44 -1.39 -0.080
C 10.024443 7.813919 7.118646 1.01 0.27 -1.22 -0.263
C 7.686578 6.276591 6.359309 1.80 -2.47 0.64 -0.235
C 6.118290 5.213476 7.841520 0.35 -2.12 2.19 -0.232
H 5.369489 5.421161 7.106882 -0.42 0.02 -0.57 0.201
H 6.483014 4.112657 7.783113 -0.78 1.42 -0.21 0.184
H 8.001374 5.797932 8.359584 -1.09 0.35 -1.27 0.388
H 10.094050 6.989172 9.984756 -0.18 -0.70 1.60 0.492
H 11.944654 6.983438 11.706702 -0.33 0.16 -0.76 0.162
H 9.078666 8.318326 7.317081 -0.02 -0.18 0.17 0.195
H 9.664005 4.031968 8.860427 -0.10 0.07 0.22 0.467
H 11.475657 4.352371 10.154552 0.48 0.63 0.66 0.142
H 9.481919 6.050610 5.260768 0.73 -0.55 0.69 0.165
H 11.269469 5.483250 12.146078 -0.66 0.29 0.14 0.171
H 10.372027 8.049785 6.074164 -0.45 -0.09 0.71 0.168
H 12.982500 4.948902 10.876667 0.95 -0.42 0.72 0.179
H 9.292786 4.637151 6.445566 -0.02 0.69 0.10 0.209
H 11.834336 5.622451 8.481126 0.04 0.24 0.11 0.480
H 5.705766 6.560535 11.618570 0.01 -0.51 0.32 0.173
H 6.971912 5.394252 12.274794 -0.62 0.48 -1.27 0.203
H 7.067834 5.589709 5.767699 0.37 0.32 -0.53 0.189
H 7.775020 7.962589 10.873210 0.34 -0.05 -0.83 0.471
H 7.555506 7.248825 9.509815 0.05 0.51 0.12 0.491
H 8.345538 4.057527 9.675717 0.18 -0.04 -0.17 0.492
H 7.597645 7.288339 5.982662 0.10 0.20 -0.05 0.190
H 10.815054 8.176717 7.771416 -0.17 0.11 0.23 0.201
H 4.672174 4.649395 9.493684 0.24 0.35 -0.67 0.172
H 5.388872 4.807061 12.018860 -0.58 -0.03 -0.56 0.178
H 5.037182 6.391920 9.315486 -0.18 0.36 -0.05 0.169

(2)
16
Properties=species:S:1:pos:R:3:forces:R:3:nbo_charge:R:1 method="wB97M-V/def2-TZVPD" homo_energy_ha=-0.367 total_energy_ev=-7854.5077 de_lowest_kj_mol=352.4 gap_ha=0.4039 spin_multiplicity=1
N -1.261107 -0.219557 1.940837 -0.10 -0.90 -0.65 -0.290
C 0.724077 -1.427420 -0.775208 0.04 -0.03 0.05 -0.620
C 0.893757 1.318234 0.752466 0.05 -0.04 0.05 -0.613
C -0.215038 0.974156 -0.210115 0.06 0.14 -0.07 -0.209
C -1.407673 -1.191671 1.259448 0.13 0.57 1.00 0.114
C -0.281180 -0.320072 -0.958803 0.08 -0.05 -0.12 -0.205
C -1.317181 -0.016961 0.105314 -0.20 0.28 -0.36 -0.186
H 0.529957 2.015082 1.512108 0.04 -0.07 -0.08 0.226
H 1.722509 1.791869 0.216305 -0.10 -0.06 0.04 0.215
H -0.595748 1.835961 -0.753840 0.03 -0.09 0.07 0.223
H -0.700603 -0.272087 -1.961960 0.05 0.03 0.11 0.224
H 1.281662 0.441964 1.273540 -0.05 0.09 -0.06 0.220
H 1.053404 -1.525942 0.261899 -0.07 0.05 -0.10 0.220
H 1.608017 -1.250288 -1.396213 -0.11 0.00 0.07 0.219
H -2.323661 0.233819 -0.197970 0.13 -0.02 0.02 0.237
H 0.288807 -2.387086 -1.067807 0.02 0.11 0.03 0.225

(3)
74
Properties=species:S:1:pos:R:3:forces:R:3:lowdin_charge:R:1 method="wB97M-V/def2-TZVPD" homo_energy_ha=-0.053 total_energy_ev=-308537.6734 de_lowest_kj_mol=192.8 gap_ha=0.1967 total_charge=-2 spin_multiplicity=1
Hf 1.630528 0.524257 1.452737 -0.13 0.45 0.48 0.997
Sb -1.239384 -0.277212 6.686500 -0.10 -0.01 0.02 -0.022
Se -1.920585 -2.564886 6.352824 0.00 0.02 -0.01 -0.402
Se -2.993486 1.241533 6.043498 0.03 -0.04 0.03 -0.430
Se 0.563965 0.617250 3.802827 0.10 -0.09 -0.12 -0.103
Se 2.815536 -0.169357 3.729014 -0.03 -0.03 -0.16 -0.083
N 2.014286 2.728490 1.392899 0.05 -0.16 -0.04 -0.107
N 3.699215 0.483021 0.497307 -0.24 -0.16 -0.16 -0.111
N 4.627975 1.443088 0.378922 -0.02 -0.01 0.03 -0.063
N 3.234952 3.258395 1.649232 0.00 0.04 0.01 -0.072
C 0.732727 -2.928178 2.517529 0.04 -0.04 -0.13 -0.091
C 5.643987 0.978903 -0.351299 0.02 -0.01 0.02 -0.094
C 0.481449 -1.847846 -4.413118 0.01 -0.01 -0.01 -0.117
C 0.039311 -1.168881 -3.294257 -0.03 0.01 0.02 -0.045
C 1.727751 4.612262 2.560474 0.03 -0.01 -0.01 -0.044
C -2.924448 -0.732783 2.185822 0.02 0.08 -0.02 -0.064
C -1.339453 -2.482916 1.341000 0.01 -0.02 -0.04 -0.192
C -0.577355 0.471485 -1.058769 -0.05 0.03 -0.13 -0.196
C -4.933297 2.931895 -1.792243 0.00 0.00 0.00 -0.133
C 5.380764 -0.329524 -0.724845 -0.02 0.02 -0.01 -0.055
C -3.437014 -1.891569 0.022332 0.00 -0.04 0.01 -0.079
C 0.662217 -3.118152 0.136069 0.01 -0.04 0.02 -0.077
C 3.079129 4.382332 2.347252 0.00 0.00 0.00 -0.086
C 1.394232 -3.201092 1.314997 -0.03 -0.08 -0.02 -0.321
C -1.023368 -0.596542 -5.773135 0.00 -0.01 -0.02 -0.125
C -0.967209 -0.180079 -3.367167 0.05 0.00 -0.03 -0.176
C -1.471006 0.089695 -4.656383 0.00 0.01 0.02 -0.061
C -0.048519 -1.580796 -5.672210 0.00 0.00 0.00 -0.144
C -3.789975 3.217639 -1.054787 -0.01 0.01 0.00 -0.106
C 0.160197 0.412232 -0.056760 0.24 -0.05 0.11 -0.208
C 2.821964 -3.684638 1.323108 0.01 0.03 0.03 -0.078
C -3.763567 1.079117 -2.803453 0.01 0.00 0.01 -0.066
C -1.382873 0.541110 -2.176114 0.04 -0.04 0.06 -0.215
C -4.905922 1.850480 -2.662872 -0.01 0.00 0.00 -0.116
C -2.792571 -2.040388 1.398641 0.01 -0.05 -0.02 -0.362
C 4.134605 -0.591657 -0.171790 0.05 0.08 0.05 -0.140
C -2.644891 2.455637 -1.200162 0.01 -0.03 0.00 -0.037
C -0.686335 -2.775780 0.150282 0.05 0.09 0.01 -0.055
C -0.604804 -2.572897 2.526550 -0.02 -0.07 -0.01 -0.063
C 1.101541 3.540879 1.947023 0.04 0.02 -0.08 -0.176
C -2.589643 1.364709 -2.085382 -0.05 -0.03 0.00 -0.193
B 4.577449 2.913932 0.929571 0.00 -0.01 -0.02 -0.409
H -3.336661 -2.821536 1.944509 -0.02 0.04 0.04 0.139
H -4.460143 -1.527835 0.134145 -0.01 -0.01 0.00 0.075
H 0.294603 -2.118257 -6.547792 0.00 0.00 0.00 0.078
H -2.892854 -1.170178 -0.591449 0.00 0.04 0.00 0.064
H 1.251905 -2.603498 -4.299957 0.00 0.00 0.00 0.090
H -5.830413 3.527492 -1.676359 0.00 0.00 0.00 0.082
H 5.465629 3.071126 1.733279 0.01 -0.01 0.00 0.066
H 3.267466 -3.632645 0.327127 0.00 -0.02 0.00 0.057
H 6.485621 1.616938 -0.561840 0.01 0.00 0.00 0.121
H -1.207677 -2.688389 -0.793146 -0.02 0.00 -0.03 0.097
H -3.951562 -0.364627 2.141895 -0.01 -0.02 0.02 0.078
H -1.762753 2.688651 -0.615985 0.00 0.00 0.00 0.099
H 5.994907 -0.985649 -1.315040 0.00 0.00 -0.01 0.088
H -3.476581 -2.839072 -0.522026 0.03 0.00 0.00 0.074
H -2.204201 0.873425 -4.787044 0.00 0.01 0.00 0.093
H 1.273125 -3.015876 3.452546 -0.02 0.11 0.02 0.100
H 3.531060 -1.485506 -0.215088 -0.01 0.01 0.00 0.091
H 3.432889 -3.097552 2.012758 0.00 0.01 -0.01 0.060
H -3.790471 4.045199 -0.354569 0.00 0.00 0.00 0.093
H -1.080358 -2.366308 3.478443 0.00 0.00 0.01 0.042
H -2.666227 -0.846343 3.238676 0.02 -0.01 0.01 0.043
H -2.272911 0.030738 1.751714 -0.01 -0.01 -0.01 0.070
H 4.708164 3.642413 -0.030417 -0.01 0.00 0.00 0.065
H -1.440002 -0.347101 -6.743727 0.00 0.00 0.00 0.087
H 1.149020 -3.331368 -0.812037 -0.01 0.01 0.00 0.100
H -3.789290 0.212805 -3.451244 0.00 0.00 0.00 0.102
H 1.269480 5.413830 3.110497 0.00 0.02 0.00 0.094
H -5.794793 1.586861 -3.226162 0.00 0.00 0.00 0.089
H 0.055022 3.285848 1.899671 0.01 -0.01 0.02 0.105
H 2.873604 -4.728022 1.645368 0.00 0.00 0.01 0.076
H 3.944003 4.959731 2.627798 0.00 0.00 0.00 0.121
H 0.472324 -1.388463 -2.326209 0.00 -0.02 0.02 0.081